(1)
The following is a DFT calculation (ωB97M-V with the def2-TZVPD basis set) of the molecule C3H8O2.

Computed properties:
SMILES: C[C@@H](O)CO
HOMO-LUMO gap: 10.773 eV
E_HOMO: -10.12 eV

Cartesian coordinates (Å):
C 1.265 -0.720 -0.392
C 0.469 0.363 0.380
O 0.504 1.604 -0.265
C -0.946 -0.075 0.581
O -1.522 -0.098 -0.712
H 1.399 -1.570 0.281
H 0.741 -1.005 -1.321
H 2.302 -0.377 -0.688
H 0.895 0.436 1.362
H -0.195 1.553 -0.921
H -1.051 -1.093 1.070
H -1.393 0.672 1.242
H -2.468 0.311 -0.618

Löwdin population analysis, charges in e, atoms 1 to 8:
1. C -0.046
2. C -0.462
3. O -0.019
4. C -0.250
5. O -0.099
6. H 0.071
7. H 0.079
8. H 0.094

---

(2)
The following is a DFT calculation (ωB97M-V with the def2-TZVPD basis set) of a cluster of 2 separate species, C42H39BF6O3 in total.

Computed properties:
HOMO-LUMO gap: 2.946 eV
E_HOMO: -6.27 eV

Cartesian coordinates (Å):
C -1.365 -1.582 4.649
C -0.124 -1.911 3.839
C 1.094 -1.984 4.763
C -0.240 -3.214 2.916
C 0.265 -4.492 3.566
C -1.665 -3.434 2.415
O 0.591 -2.916 1.792
B 0.799 -1.504 1.821
C 2.379 -1.124 1.916
C 2.748 0.099 2.464
C 4.093 0.414 2.630
C 4.499 1.760 3.165
F 5.189 1.657 4.346
F 5.319 2.423 2.288
F 3.427 2.573 3.402
C 5.097 -0.492 2.304
C 4.714 -1.721 1.797
C 5.767 -2.742 1.448
F 5.622 -3.183 0.157
F 7.040 -2.263 1.565
F 5.686 -3.850 2.255
C 3.367 -2.044 1.603
C 0.019 -0.875 0.113
C 1.187 -0.256 -0.591
C -1.132 -0.009 0.419
C -2.425 -0.312 -0.047
C -3.474 0.583 0.151
C -3.278 1.754 0.885
C -2.003 2.046 1.388
C -0.936 1.194 1.118
O 0.080 -0.876 2.881
H -1.579 -2.384 5.369
H -1.202 -0.659 5.219
H -2.239 -1.437 4.003
H 0.900 -2.652 5.612
H 1.987 -2.342 4.233
H 1.319 -0.988 5.162
H -0.339 -4.737 4.451
H 0.183 -5.327 2.858
H 1.314 -4.405 3.871
H -2.326 -3.730 3.239
H -2.063 -2.532 1.936
H -1.663 -4.243 1.676
H 2.004 0.823 2.784
H 6.144 -0.248 2.443
H 3.122 -3.027 1.207
H -0.273 -1.858 -0.273
H 2.035 -0.947 -0.650
H 0.938 0.071 -1.608
H 1.515 0.631 -0.036
H -2.569 -1.238 -0.613
H -4.458 0.356 -0.270
H -4.098 2.458 1.031
H -1.830 2.934 2.000
H 0.074 1.456 1.439
C 3.865 4.080 -3.539
O 2.916 4.142 -2.454
C 1.835 3.315 -2.496
C 0.799 3.561 -1.559
C -0.376 2.857 -1.649
C -0.561 1.845 -2.621
C -1.853 1.251 -2.816
C -2.131 -0.034 -3.420
C -3.525 -0.076 -3.781
C -4.057 -1.137 -4.497
C -3.200 -2.181 -4.874
C -1.860 -2.197 -4.435
C -1.323 -1.135 -3.697
C -4.127 1.182 -3.378
C -3.101 2.001 -2.795
C -3.405 3.319 -2.452
C -4.700 3.802 -2.681
C -5.692 2.995 -3.262
C -5.415 1.661 -3.586
C 0.538 1.514 -3.454
C 1.705 2.259 -3.427
H 4.540 4.909 -3.336
H 4.416 3.130 -3.528
H 3.376 4.217 -4.513
H 0.942 4.345 -0.817
H -1.173 3.055 -0.934
H -5.111 -1.108 -4.775
H -3.570 -2.988 -5.506
H -1.226 -3.052 -4.683
H -0.301 -1.162 -3.321
H -2.643 3.957 -2.015
H -4.938 4.833 -2.411
H -6.678 3.412 -3.470
H -6.155 0.994 -4.021
H 0.448 0.694 -4.162
H 2.506 2.051 -4.137

Löwdin population analysis, charges in e, atoms 1 to 8:
1. C -0.014
2. C -0.469
3. C -0.011
4. C -0.471
5. C -0.017
6. C -0.015
7. O 0.060
8. B -0.746

---

(3)
The following is a DFT calculation (ωB97M-V with the def2-TZVPD basis set) of the molecule C6H17PSi.

Computed properties:
SMILES: C[SiH](C)PC(C)(C)C
HOMO-LUMO gap: 8.882 eV
E_HOMO: -8.07 eV

Cartesian coordinates (Å):
C 2.666 -0.595 -1.346
Si 0.964 -1.425 -0.881
C 0.678 -3.273 -0.995
P 0.100 -0.538 1.177
C -0.973 1.071 0.904
C -0.338 2.051 -0.006
C -2.307 0.583 0.381
C -1.165 1.625 2.227
H 3.469 -0.584 -0.565
H 2.979 -1.103 -2.290
H 2.522 0.453 -1.603
H -0.242 -0.987 -1.511
H 0.544 -3.817 -1.909
H 1.422 -3.684 -0.337
H -0.218 -3.461 -0.417
H 1.304 0.217 1.222
H 0.462 2.546 0.523
H -0.264 1.679 -1.050
H -1.188 2.779 -0.185
H -2.923 -0.085 1.040
H -2.143 -0.049 -0.659
H -2.989 1.362 0.074
H -1.429 0.949 3.086
H -0.371 2.304 2.637
H -2.065 2.201 2.070

Löwdin population analysis, charges in e, atoms 1 to 8:
1. C -0.249
2. Si 0.468
3. C -0.273
4. P 0.776
5. C -0.928
6. C -0.127
7. C -0.158
8. C -0.183

---

(4)
The following is a DFT calculation (ωB97M-V with the def2-TZVPD basis set) of a structure of composition C5H9F.

Computed properties:
HOMO-LUMO gap: 10.658 eV
E_HOMO: -9.61 eV

Cartesian coordinates (Å):
C -0.574 0.304 1.766
C -0.412 -0.445 0.431
C -0.645 0.313 -0.717
C 0.513 -0.076 -1.629
C 1.081 -0.566 -0.245
H -0.268 1.464 1.996
H -1.668 0.360 2.016
H 0.236 0.076 2.621
H -0.792 -1.510 0.426
H -1.554 0.247 -1.245
H -0.259 1.365 -0.622
H 0.893 0.963 -1.964
H 1.628 0.016 0.351
H 1.579 -1.552 -0.504
F 0.242 -0.958 -2.680

Löwdin population analysis, charges in e, atoms 1 to 8:
1. C -0.104
2. C -0.350
3. C -0.235
4. C -0.285
5. C -0.047
6. H 0.110
7. H 0.074
8. H 0.103

---

(5)
The following is a DFT calculation (ωB97M-V with the def2-TZVPD basis set) of the molecule C6H10O.

Computed properties:
SMILES: CC1(C)CC(=O)C1
HOMO-LUMO gap: 10.269 eV
E_HOMO: -9.48 eV

Cartesian coordinates (Å):
C 1.636 0.620 -0.487
C 0.284 0.055 -0.061
C 0.323 -1.347 0.572
C -0.877 0.006 -1.093
C -1.762 0.161 0.147
O -2.776 -0.368 0.515
C -0.632 0.899 0.869
H 1.542 1.622 -0.929
H 2.319 0.700 0.368
H 2.119 -0.026 -1.230
H -0.699 -1.647 0.836
H 0.905 -1.362 1.498
H 0.705 -2.101 -0.122
H -0.972 -0.880 -1.726
H -0.946 0.917 -1.698
H -0.511 0.792 1.950
H -0.659 1.959 0.590

Löwdin population analysis, charges in e, atoms 1 to 8:
1. C -0.039
2. C -0.527
3. C -0.042
4. C -0.042
5. C -0.411
6. O 0.099
7. C -0.042
8. H 0.082